[1]
Entry from OMol25: the molecule C2H5N4P3 in a non-equilibrium geometry (ωB97M-V/def2-TZVPD).

Structure (XYZ):
```
14
Properties=species:S:1:pos:R:3:forces:R:3:nbo_charge:R:1
H 1.325 -2.314 -1.940 1.1 1.8 1.9 0.3851
N 1.817 -1.545 -1.321 -1.4 -1.6 -1.0 -1.2472
P 2.095 -1.936 0.212 0.5 0.8 -0.8 1.2398
N 2.980 -0.663 0.743 0.3 -0.9 0.3 -1.3848
P 2.972 0.914 0.658 0.9 -0.9 0.6 1.3827
N 1.556 1.254 0.075 -2.0 1.1 -1.4 -1.4159
P 0.504 0.736 -0.987 -0.4 -0.6 1.3 1.4376
N -0.814 0.327 -0.002 1.6 -0.5 -0.7 -0.7737
C -1.697 0.877 0.951 0.2 3.5 0.4 -0.2226
C -2.252 0.118 -0.137 1.5 -1.6 -0.7 -0.2271
H -1.856 1.936 0.699 0.1 0.0 1.0 0.1900
H -1.629 0.666 2.013 -0.2 -0.5 -0.2 0.2222
H -2.419 -0.896 0.089 -0.9 -1.2 -0.2 0.2058
H -2.581 0.525 -1.051 -1.3 0.6 -0.5 0.2082
```
Forces are in eV/Å.

Computed properties:
Lowest unoccupied orbital energy = -0.3375 eV
HOMO level = -8.84 eV
Frontier orbital gap = 8.50 eV
Energy relative to the best compared isomer or geometry (same formula, charge and spin) = 66.77 kJ/mol

=====

[2]
Entry from OMol25: the molecule C2H5N5 in a non-equilibrium geometry (ωB97M-V/def2-TZVPD).

Structure (XYZ):
```
12
Properties=species:S:1:pos:R:3:forces:R:3:nbo_charge:R:1
C 1.909 -0.225 0.199 2.6 -0.2 -3.9 -0.4158
N 0.933 0.554 -0.612 -0.1 1.5 3.2 -0.5681
C -0.378 0.263 -0.231 -1.5 1.0 -2.1 0.4016
N -1.312 1.305 -0.035 -1.5 -3.6 -0.3 -0.3094
N -2.495 0.607 0.012 2.9 1.9 1.0 -0.0103
N -2.215 -0.660 -0.051 2.1 2.5 -1.3 -0.1762
N -0.887 -0.930 -0.377 -2.3 -0.6 1.8 -0.3016
H 1.935 -1.262 -0.259 0.6 1.2 0.7 0.2122
H 2.921 0.401 0.101 -2.0 -1.9 0.2 0.2040
H 1.651 -0.287 1.192 -0.7 -0.2 2.4 0.1802
H 0.976 1.403 -0.021 0.5 0.7 -1.5 0.3653
H -3.039 -1.168 0.082 -0.6 -2.2 -0.2 0.4180
```
Forces are in eV/Å.

Computed properties:
Lowest unoccupied orbital energy = 0.8384 eV
HOMO level = -9.89 eV
Frontier orbital gap = 10.73 eV
Energy relative to the best compared isomer or geometry (same formula, charge and spin) = 301.27 kJ/mol